Density functional theory data (ωB97M-V/def2-TZVPD) for an isolated molecule of C6H6.

Last column: Mulliken charge in e.
Atoms and positions in Å:
1 H -2.3411 0.7588 -3.4050  0.239
2 H 1.0906 -1.5355 0.3601  0.291
3 H -3.5892 0.1582 -2.1434  0.239
4 C 0.1377 0.2090 0.2145  0.270
5 C 2.0036 -0.2799 1.9078  -1.013
6 C 1.0470 -0.5352 0.7923  -0.248
7 C -0.8032 0.6618 -0.5251  0.401
8 C -2.6041 0.5642 -2.3669  -0.988
9 H 1.9419 0.7279 2.3187  0.322
10 C -1.7218 0.7266 -1.4136  -0.083
11 H 1.8150 -1.0012 2.7094  0.284
12 H 3.0236 -0.4547 1.5512  0.286

Force components x, y, z for each atom (eV/Å):
-0.1 0.1 0.2
0.1 0.0 0.0
0.1 0.2 -0.1
0.0 -0.1 -0.1
0.1 0.1 0.1
-0.1 0.0 -0.1
-0.1 -0.3 -0.2
0.0 0.0 0.0
-0.1 -0.1 -0.1
0.1 -0.1 0.1
0.1 0.1 0.0
-0.1 0.1 0.1

Summary:
2S+1   1
Structure (SMILES)   C=C=C=C=CC
ΔE to the lowest compared entry with this formula, charge and spin   3.9801 eV
HOMO level   -0.317 Ha
Maximum force   0.00601 Eh/bohr

---

Density functional theory data (ωB97M-V/def2-TZVPD) for a cluster of 2 separate species, C5H11O2 in total in a non-equilibrium geometry.

Last column: Mulliken charge in e.
Atoms and positions in Å:
1 C 1.2755 0.0383 -1.1508  -1.028
2 H 0.6452 1.0239 -2.9883  0.360
3 H 1.1711 0.2167 3.1520  0.257
4 C -1.1449 0.0270 -2.1489  -1.046
5 H 2.1850 0.0351 -1.7488  0.286
6 C -0.4873 -1.1367 2.4046  0.587
7 H -1.1395 -0.9497 -1.6604  0.346
8 H -1.9543 0.6538 -1.7873  0.245
9 H -1.3179 -0.2052 -3.2088  0.267
10 C 0.2109 0.7448 -2.0255  -0.238
11 H 0.9671 -0.9710 -0.9020  0.335
12 O 0.2972 -2.1007 2.2550  -0.731
13 H -0.2525 0.9891 2.4275  0.184
14 C 0.0927 0.1515 3.0487  -0.842
15 O -1.6976 -1.0569 2.1019  -0.738
16 H 0.0577 1.7394 -1.6123  0.268
17 H -0.3806 0.3028 4.0250  0.288
18 H 1.4723 0.4977 -0.1815  0.201

Force components x, y, z for each atom (eV/Å):
-0.2 0.1 -0.5
-0.1 -0.6 -0.2
0.2 -0.3 0.0
0.6 -0.2 -0.9
0.3 -0.3 0.4
0.3 -0.1 0.0
-0.1 0.3 0.3
-0.1 -0.2 0.1
-0.2 0.2 0.1
0.1 0.6 0.8
0.1 -0.3 -0.2
0.0 0.0 0.0
0.1 0.0 0.1
-0.6 0.6 -0.2
-0.1 0.0 0.0
-0.3 0.1 0.3
0.1 -0.1 0.0
-0.1 0.3 -0.2

Summary:
Charge   -1
2S+1   1
ΔE to the lowest compared entry with this formula, charge and spin   0.5144 eV
HOMO level   -0.140 Ha
Maximum force   0.02088 Eh/bohr

---

Density functional theory data (ωB97M-V/def2-TZVPD) for a structure of composition C14H34N3O5PV in a non-equilibrium geometry.

Last column: Mulliken charge in e.
Atoms and positions in Å:
1 H -3.6278 -2.1247 1.3208  0.449
2 C 2.9976 3.1963 1.1596  -0.958
3 H 4.4374 0.9089 1.6268  0.317
4 C 0.3976 -3.2679 -2.5090  -0.579
5 H -3.7688 0.0060 0.4407  0.570
6 H -2.7619 -4.2217 0.0775  0.488
7 P 1.2517 1.1154 0.9101  0.204
8 N 0.0658 2.2013 0.5113  0.716
9 H -2.2605 0.9589 0.4262  -0.277
10 H 1.8893 -1.0909 3.2421  0.348
11 H -1.7783 -3.2490 -2.7581  0.313
12 H 2.0703 3.7639 1.2370  0.264
13 H 0.7707 -1.4549 1.9235  -0.050
14 C -2.5537 -3.1941 -0.2253  -0.607
15 V -0.2254 -1.3287 -0.4255  0.518
16 H -0.7258 2.9687 -1.2790  0.323
17 H 3.6299 3.6763 0.4110  0.336
18 H 0.1423 -1.0448 3.5279  0.335
19 H 2.2725 1.2176 3.9139  0.306
20 H 4.6094 1.3960 -0.0639  0.359
21 H 0.5675 1.3376 4.3829  0.342
22 H 0.6867 3.8553 -0.6914  0.407
23 H -1.0454 0.5180 -3.7149  0.495
24 C -0.6958 2.9894 1.4761  -1.247
25 H -3.2283 -0.8872 -1.8190  0.250
26 N 0.8635 0.5915 2.4435  0.348
27 C 3.9189 0.9716 0.6661  -0.994
28 H 0.5191 -3.4527 -3.5769  0.424
29 C -2.5992 -2.2743 0.9911  -0.597
30 H -2.0289 -2.7245 1.8029  0.311
31 H -1.6503 -1.1431 -3.5652  0.323
32 O 1.2182 -0.0435 -0.0648  -0.993
33 O -1.2240 -3.0859 -0.7624  -0.159
34 C 0.9252 -0.8264 2.7996  -0.536
35 H -3.0858 0.8750 -1.8510  0.533
36 H -0.9107 2.3945 2.3605  0.471
37 H 1.1396 -0.0648 -2.8758  0.203
38 N 2.7282 1.8215 0.7535  0.442
39 H -1.6438 3.2806 1.0189  0.406
40 H 0.7599 -1.2291 -4.1631  0.515
41 H -3.2854 -2.9117 -0.9858  0.318
42 C -2.7330 0.0347 0.1006  -0.161
43 C -0.9619 -0.4072 -3.1416  -0.596
44 H 3.6436 -0.0277 0.3405  0.215
45 C 0.2446 2.8608 -0.7891  -1.207
46 O -1.2786 -0.1670 -1.7603  0.285
47 C 1.2677 1.4600 3.5557  -0.962
48 C -1.0192 -3.6405 -2.0756  -0.612
49 H -1.1114 -4.7276 -2.0468  0.481
50 C -2.6665 -0.0374 -1.4215  -0.603
51 H 1.2527 2.5055 3.2508  0.323
52 H 0.8901 2.2522 -1.4202  0.354
53 H 1.1153 -3.8799 -1.9644  0.348
54 C 0.4857 -0.8861 -3.1646  -0.611
55 O -1.9563 -1.0086 0.7334  -0.250
56 H -0.1829 3.9092 1.7719  0.256
57 H 3.5150 3.2408 2.1214  0.331
58 O 0.7332 -1.9055 -2.1827  -0.229

Force components x, y, z for each atom (eV/Å):
0.0 0.0 0.0
0.0 0.1 0.0
0.0 0.0 0.0
-0.1 -0.2 0.1
0.0 0.0 0.0
0.1 0.0 0.0
0.0 0.6 0.5
0.6 0.1 0.0
0.0 0.0 0.1
0.0 0.0 -0.1
0.0 0.1 0.1
0.1 0.0 0.0
0.0 -0.1 0.0
-0.2 0.1 0.2
0.7 0.5 0.6
0.0 0.0 0.0
0.0 0.0 0.0
0.0 0.0 0.0
0.0 0.0 0.0
0.0 0.0 0.0
0.0 0.0 0.0
0.0 0.0 0.0
-0.1 0.0 0.0
-0.2 -0.1 0.0
0.1 0.0 -0.1
0.4 -0.1 -0.5
0.1 0.1 0.0
0.0 0.0 0.0
0.0 -0.2 0.0
0.0 0.1 0.0
0.0 0.0 0.1
0.0 -0.4 0.1
0.0 -0.3 -0.1
-0.1 0.2 0.1
0.0 0.0 0.0
0.0 0.0 0.0
0.1 0.0 0.0
-0.4 -0.2 0.1
0.0 0.0 0.0
0.0 0.0 0.0
0.1 0.0 -0.1
0.0 0.2 -0.2
0.2 -0.1 -0.2
0.0 0.0 0.0
-0.1 0.0 0.0
0.0 0.0 -0.1
0.0 0.0 0.0
0.1 0.0 -0.3
0.0 0.0 0.0
-0.2 0.0 0.2
0.0 0.0 0.1
0.0 0.1 0.0
0.0 0.1 0.0
-0.2 0.3 -0.2
-0.2 -0.2 -0.4
0.0 0.0 0.0
0.0 0.0 0.0
-0.5 -0.2 -0.2

Summary:
Charge   +2
2S+1   2
⟨S²⟩   0.78
ΔE to the lowest compared entry with this formula, charge and spin   0.4808 eV
HOMO level (spin up / spin down)   -0.502 / -0.483 Ha
Maximum force   0.02071 Eh/bohr

---

Density functional theory data (ωB97M-V/def2-TZVPD) for a structure of composition C32H47F2I2N6O6 in a non-equilibrium geometry.

Last column: Mulliken charge in e.
Atoms and positions in Å:
1 C 0.4802 -0.5094 3.0513  -1.638
2 H 3.5108 -5.5239 -0.8486  0.436
3 O -6.6580 -1.0082 -3.3691  -0.286
4 C 1.1975 -1.3182 -2.5798  -0.233
5 H -2.8911 -3.6594 -1.2792  0.438
6 C -5.4088 -0.9777 -4.0586  -0.431
7 O -7.4107 -2.4417 -4.9412  -0.529
8 F -1.5265 -0.5096 1.9173  -0.405
9 C 1.6545 -0.3230 -1.7379  0.518
10 H -1.1532 1.6646 2.8901  0.692
11 H 2.5446 -3.1529 -0.7665  0.603
12 H -0.1527 0.0518 3.7362  0.573
13 H 5.5506 3.9388 6.5945  0.298
14 H -3.7543 -2.6858 -0.0716  0.494
15 H -5.5308 -0.5939 -5.0697  0.398
16 H 2.0063 1.0531 3.1762  0.272
17 H -4.7663 -0.3142 -3.4844  -0.144
18 H -2.0524 4.9961 0.8722  0.302
19 H 1.3529 5.5085 -2.7644  0.427
20 N -2.2057 2.6537 0.0383  -0.403
21 H 4.2717 1.4832 2.6959  0.203
22 C 3.2302 0.3380 -3.2065  -0.687
23 H -3.8516 -2.2705 -1.7686  0.085
24 C -9.7636 -2.5327 -3.7204  -0.630
25 C 5.8026 4.7406 5.9041  -0.622
26 F 2.2401 0.0802 0.4164  -0.386
27 C 0.9604 -5.9026 -0.3215  -1.426
28 C -1.9852 -1.7647 -0.8350  0.972
29 C -0.9934 -1.9655 0.0280  -1.885
30 I -1.3905 -3.6437 1.2760  0.081
31 C 1.8186 -1.4907 -3.8059  -0.868
32 H 1.1040 -2.7731 1.7649  0.962
33 H 3.5448 -6.0882 0.8242  0.461
34 C 4.5567 2.3700 2.1339  -0.287
35 H 0.0391 2.7861 2.3332  0.470
36 C -0.1510 1.0889 1.1418  0.170
37 H 1.3546 3.5282 0.9930  0.454
38 C 1.3587 -2.3307 0.8099  -2.365
39 C 0.6776 2.4099 -0.7347  0.312
40 H -10.5914 -2.3847 -3.0345  0.222
41 N -3.0479 2.8628 2.2432  -0.749
42 C 5.1236 3.5476 4.0312  0.722
43 H -2.8235 2.9822 3.2244  0.251
44 O -8.6857 -1.7339 -3.2170  -0.323
45 H 1.5105 -2.2566 -4.4991  0.515
46 H 2.2376 -0.3209 4.2441  0.573
47 O 5.5447 3.1105 2.8425  -0.350
48 H 0.3817 -1.9504 -2.2812  0.229
49 H -2.5505 3.4333 -0.5039  0.246
50 H 2.5975 -0.5091 2.5657  0.206
51 C -7.5755 -1.7944 -3.9429  0.759
52 H 4.9977 2.0739 1.1867  0.270
53 C 1.6257 -3.4138 -0.2447  -1.254
54 H 4.9801 5.4495 5.8394  0.294
55 H 3.6791 2.9884 1.9439  0.171
56 C -1.8610 3.0368 1.3832  1.053
57 O 6.1130 4.2107 4.6097  -0.344
58 N -1.3592 4.4157 1.3310  -0.431
59 H 1.5862 -4.8041 1.4000  0.390
60 C -0.7660 2.1309 1.9954  -2.364
61 C -0.1514 -0.3320 1.6811  1.552
62 H 2.3089 -1.8559 0.9908  0.474
63 N 0.7365 3.5478 -2.8381  -0.660
64 C 0.3218 -1.2478 0.4347  3.025
65 C 3.3226 -5.2381 0.1828  -1.795
66 H -1.3052 4.7668 2.2810  0.313
67 H 3.9954 -4.4301 0.4658  0.400
68 H 0.1977 -6.2559 0.3669  0.296
69 C 2.8634 -0.6439 -4.1187  -0.559
70 H 0.8432 -3.4786 -0.9946  0.075
71 C 1.8566 -4.8338 0.3456  0.643
72 H 1.5453 -6.7500 -0.6659  0.418
73 H 0.4329 -5.5107 -1.1899  0.326
74 H 0.3733 -1.5445 3.3632  0.351
75 C 1.9137 -0.0271 3.2486  -1.204
76 H -10.0479 -2.2054 -4.7178  0.300
77 H 1.7926 5.5423 -0.3522  0.472
78 H 4.0330 1.0169 -3.4521  0.514
79 H -4.9655 -1.9727 -4.0974  0.298
80 I -2.1679 -0.0881 -2.0846  0.066
81 N 0.4277 1.1897 -0.0040  1.592
82 N 2.6510 0.5088 -2.0289  -0.320
83 C 1.1540 3.5183 -0.0635  0.060
84 H 0.2041 1.5855 -2.6435  0.438
85 H -2.9254 1.9435 0.0563  0.249
86 C 1.1717 4.6204 -2.1775  -0.458
87 C -3.1901 -2.6518 -1.0014  -1.471
88 H 3.3987 -0.7331 -5.0500  0.466
89 O 4.0228 3.3647 4.4882  -0.561
90 H -3.7462 3.5554 2.0018  0.234
91 H -9.4836 -3.5836 -3.7399  0.295
92 C 0.5158 2.4651 -2.1134  -0.631
93 H 6.6999 5.2482 6.2419  0.219
94 C 1.0634 -0.1236 -0.3508  0.203
95 C 1.4099 4.6480 -0.8152  -1.097

Force components x, y, z for each atom (eV/Å):
0.4 0.5 0.2
0.1 0.0 -0.1
0.0 0.0 0.0
-0.1 0.0 0.0
0.0 -0.1 0.1
0.1 0.1 0.0
0.0 -0.1 -0.1
0.1 0.0 0.0
-0.8 0.0 0.0
-0.1 -0.3 0.0
-0.1 0.2 -0.3
-0.1 0.0 0.1
-0.1 0.0 0.0
0.0 -0.1 0.1
0.0 -0.1 0.0
0.0 0.1 -0.1
-0.2 0.0 0.0
0.0 0.1 -0.1
0.0 0.1 -0.1
0.1 -0.1 -0.1
0.0 0.0 0.0
0.2 0.1 -0.1
-0.1 0.0 -0.1
-0.2 0.0 0.0
0.1 0.1 0.1
0.0 -0.1 0.0
0.0 0.2 0.1
0.1 0.1 -0.1
0.3 -0.1 -0.6
-0.1 0.0 0.2
0.3 0.2 0.0
-0.3 -0.1 0.0
0.1 -0.2 -0.1
0.0 -0.2 -0.3
0.1 0.0 0.0
0.2 -0.2 0.2
0.0 -0.1 0.1
0.7 0.1 -0.1
0.2 0.1 0.2
0.0 0.1 0.0
0.3 -0.2 -0.1
0.1 0.0 0.0
0.0 0.0 0.1
0.0 0.0 0.0
-0.1 -0.1 0.0
-0.1 0.1 0.2
0.0 0.0 0.0
-0.2 -0.1 0.0
0.0 0.1 0.0
0.2 0.1 -0.2
0.0 0.0 0.1
0.1 0.1 0.0
0.1 -0.5 0.2
0.0 0.0 0.0
0.0 0.0 0.1
-1.0 0.6 0.2
0.0 0.0 0.0
0.0 -0.3 0.1
0.2 0.0 0.2
0.4 0.6 0.0
-0.4 -0.3 -0.2
0.1 0.1 0.1
0.0 0.0 0.3
-1.0 0.3 1.2
-0.2 0.1 0.5
0.1 0.1 0.0
0.1 0.1 0.0
0.0 -0.2 0.0
-0.1 -0.1 0.0
-0.2 0.1 0.1
-0.1 0.0 -0.5
0.0 -0.2 0.1
0.0 0.1 -0.1
-0.1 -0.2 -0.2
-0.1 -0.5 0.2
0.1 0.0 0.0
0.0 0.1 0.1
0.1 0.1 0.0
0.0 0.0 -0.1
0.5 0.1 0.0
-0.9 -0.2 -0.3
0.0 -0.2 -0.2
0.1 0.0 -0.2
-0.2 -0.2 -0.2
0.0 -0.1 0.1
0.1 0.2 0.0
-0.1 0.2 -0.1
0.0 0.0 -0.1
-0.1 0.0 0.0
-0.1 0.0 0.0
0.0 0.0 -0.1
-0.2 -0.2 0.1
0.0 0.0 -0.1
1.6 0.1 0.1
0.0 0.0 -0.1

Summary:
Charge   +1
2S+1   1
HOMO level   -0.421 Ha
Maximum force   0.03150 Eh/bohr